<w>
This record from the OMol25 dataset describes an isolated molecule of CH4O3S. The level of theory is ωB97M-V with the def2-TZVPD basis set.

Each line ends with the natural charge from an NBO analysis.
Cartesian coordinates (Å):
C1 0.814 0.285 -0.304  -0.851
O1 -1.583 1.265 -0.560  -0.937
O2 -2.423 -0.403 1.715  -0.432
O3 -1.100 -0.530 1.161  -0.466
S1 -0.667 1.000 0.525  1.484
H1 1.711 -0.062 0.237  0.246
H2 1.092 1.235 -0.705  0.227
H3 0.480 -0.567 -0.980  0.256
H4 -3.001 -0.644 0.888  0.473

As for the LUMO energy: 0.8 eV. As for the HOMO-LUMO gap: 0.3935 hartree.

***

<x>
This record from the OMol25 dataset describes an isolated molecule of CH4O3S. The level of theory is ωB97M-V with the def2-TZVPD basis set.

Each line ends with the natural charge from an NBO analysis.
Cartesian coordinates (Å):
C1 0.050 0.086 0.247  0.758
O1 0.644 -1.028 -0.343  -0.744
O2 0.452 0.295 1.535  -0.696
O3 0.269 1.142 -0.609  -0.727
S1 -1.945 -0.393 0.110  -0.201
H1 0.398 -1.140 -1.269  0.502
H2 1.069 -0.538 1.614  0.508
H3 0.696 1.869 -0.111  0.499
H4 -1.635 -0.293 -1.175  0.101

Its SMILES is OC(O)(O)S. As for the LUMO energy: 0.4 eV. As for the HOMO-LUMO gap: 0.3485 hartree.

***

<x> wins, 0.1146 hartree ahead of the next structure.

***

<w>
This record from the OMol25 dataset describes an isolated molecule of C2H5N2OP. The level of theory is ωB97M-V with the def2-TZVPD basis set.

Each line ends with the natural charge from an NBO analysis.
Cartesian coordinates (Å):
C1 1.176 -0.330 0.124  0.600
C2 0.724 1.148 0.155  -0.271
N1 0.172 -1.222 0.064  -0.892
N2 -1.786 0.748 0.170  -0.987
O1 2.374 -0.522 -0.038  -0.590
P1 -1.595 -0.826 0.006  1.026
H1 0.857 1.898 0.901  0.206
H2 0.892 1.531 -0.829  0.199
H3 0.403 -2.170 -0.235  0.416
H4 -1.693 0.888 1.203  0.368
H5 -1.524 -1.142 -1.521  -0.075

As for the LUMO energy (alpha / beta): -1.7 / -0.4 eV. As for the HOMO-LUMO gap (alpha / beta): 0.2509 / 0.3115 hartree.

***

<x>
This record from the OMol25 dataset describes a structure of composition C2H5N2OP. The level of theory is ωB97M-V with the def2-TZVPD basis set.

Each line ends with the natural charge from an NBO analysis.
Cartesian coordinates (Å):
C1 0.701 -1.036 0.251  0.167
C2 -0.703 -1.039 0.077  -0.704
N1 1.222 1.294 0.171  -0.149
N2 0.274 1.430 -0.707  -0.468
O1 1.378 -0.129 0.838  -0.439
P1 -1.512 0.454 0.506  0.489
H1 1.332 -1.810 -0.082  0.171
H2 -1.395 -1.752 -0.346  0.247
H3 1.117 1.739 1.091  0.368
H4 0.250 0.695 -1.403  0.362
H5 -2.664 0.155 -0.397  -0.042

As for the LUMO energy (alpha / beta): -0.1 / -0.1 eV. As for the HOMO-LUMO gap (alpha / beta): 0.3150 / 0.3150 hartree.

***

<w> wins, 0.0617 hartree ahead of the next structure.

***

<w>
This record from the OMol25 dataset describes the ion C4H6NO with charge +1. The level of theory is ωB97M-V with the def2-TZVPD basis set.

Each line ends with the natural charge from an NBO analysis.
Cartesian coordinates (Å):
C1 -1.226 0.272 0.068  0.737
C2 0.199 -1.905 -0.080  0.145
C3 -0.268 1.431 -0.094  -0.520
C4 0.925 0.523 0.248  -0.237
N1 -0.005 -0.652 0.149  -0.335
O1 -2.355 0.006 0.145  -0.375
H1 1.211 -2.247 -0.516  0.265
H2 -0.740 -2.387 -0.014  0.241
H3 -0.173 1.833 -1.114  0.289
H4 -0.611 2.138 0.711  0.288
H5 1.531 0.575 -0.657  0.237
H6 1.512 0.415 1.155  0.265

Its SMILES is C=[N+]1CCC1=O. As for the LUMO energy: -6.1 eV. As for the net charge: +1. As for the HOMO-LUMO gap: 0.3778 hartree.

***

<x>
This record from the OMol25 dataset describes the ion C4H6NO with charge +1. The level of theory is ωB97M-V with the def2-TZVPD basis set.

Each line ends with the Löwdin charge.
Cartesian coordinates (Å):
C1 -1.009 -1.781 -0.467  0.007
C2 -1.268 -0.468 -0.828  0.139
C3 -0.252 -1.092 0.509  0.002
C4 0.160 -0.004 -0.393  -0.533
N1 0.241 1.381 0.211  0.267
O1 1.142 -0.323 -1.297  0.074
H1 -1.533 -2.755 -0.582  0.149
H2 -0.327 -1.242 1.605  0.149
H3 0.632 2.056 -0.581  0.240
H4 0.761 1.689 1.042  0.181
H5 -0.717 1.781 0.412  0.195
H6 0.970 -1.231 -1.575  0.130

Its SMILES is [NH3+][C@]1(O)C2=C[C@H]21. As for the LUMO energy: -4.3 eV. As for the net charge: +1. As for the HOMO-LUMO gap: 0.3340 hartree.

***

<w> wins, 0.1083 hartree ahead of the next structure.

***

<w>
This record from the OMol25 dataset describes the ion C4H10N3 with charge +1. The level of theory is ωB97M-V with the def2-TZVPD basis set.

Each line ends with the Mulliken spin population.
Cartesian coordinates (Å):
C1 -1.171 -0.246 0.738  -0.013
C2 0.920 -0.990 -0.126  0.000
C3 -0.515 -0.767 -0.558  0.018
C4 0.723 1.164 0.754  0.641
N1 -0.495 0.938 1.157  0.577
N2 1.561 0.289 0.273  0.650
N3 -0.442 0.262 -1.546  0.037
H1 -2.144 0.136 0.468  0.013
H2 -1.332 -0.971 1.590  0.054
H3 0.913 -1.614 0.803  0.049
H4 1.484 -1.501 -0.989  0.001
H5 -0.671 -1.690 -0.932  -0.008
H6 1.274 2.092 0.872  0.031
H7 -1.003 1.705 1.476  -0.036
H8 2.415 0.622 -0.178  -0.019
H9 -0.275 -0.295 -2.285  0.003
H10 -1.240 0.866 -1.515  0.003

As for the LUMO energy (alpha / beta): -3.0 / -8.1 eV. As for the spin multiplicity: 3. As for the net charge: +1. As for the HOMO-LUMO gap (alpha / beta): 0.2505 / 0.2186 hartree.

***

<x>
This record from the OMol25 dataset describes the ion C4H10N3 with charge +1. The level of theory is ωB97M-V with the def2-TZVPD basis set.

Each line ends with the natural charge from an NBO analysis.
Cartesian coordinates (Å):
C1 2.071 1.438 0.149  -0.343
C2 1.340 0.604 -0.561  -0.058
C3 -1.821 0.254 0.349  -0.162
C4 0.840 -1.739 -0.103  -0.412
N1 -0.844 -0.148 -0.374  -0.126
N2 -3.015 0.440 -0.191  -0.509
N3 0.433 -0.341 0.108  -0.267
H1 2.732 2.156 -0.302  0.255
H2 2.054 1.446 1.232  0.209
H3 1.317 0.585 -1.639  0.247
H4 -1.719 0.448 1.422  0.176
H5 0.877 -1.923 -1.176  0.243
H6 1.819 -1.925 0.334  0.242
H7 0.101 -2.405 0.338  0.245
H8 -3.798 0.778 0.340  0.425
H9 -3.130 0.294 -1.182  0.414
H10 0.743 0.038 1.258  0.422

As for the LUMO energy (alpha / beta): -3.3 / -6.8 eV. As for the spin multiplicity: 3. As for the net charge: +1. As for the HOMO-LUMO gap (alpha / beta): 0.2131 / 0.3080 hartree.

***

<w> wins, 0.0480 hartree ahead of the next structure.

***

<w>
This record from the OMol25 dataset describes the ion C4H11N2O2 with charge -1. The level of theory is ωB97M-V with the def2-TZVPD basis set.

Each line ends with the natural charge from an NBO analysis.
Cartesian coordinates (Å):
C1 0.893 -0.930 0.040  -0.247
N1 0.879 -0.527 1.409  -0.739
C2 1.993 0.467 1.892  0.166
O1 2.673 0.977 0.885  -0.920
C3 -0.543 -1.050 -0.512  -0.214
N2 -1.200 0.258 -0.376  -0.677
C4 -1.410 1.046 -1.502  0.099
O2 -2.721 0.839 -2.105  -0.779
H1 1.326 -1.927 -0.147  0.130
H2 1.376 -0.092 -0.454  0.247
H3 0.619 -1.252 2.060  0.333
H4 2.551 -0.168 2.631  0.043
H5 1.417 1.261 2.423  0.064
H6 -1.183 -1.780 -0.012  0.164
H7 -0.451 -1.283 -1.575  0.171
H8 -0.772 0.698 0.429  0.406
H9 -0.811 0.843 -2.383  0.140
H10 -1.286 2.092 -1.257  0.152
H11 -3.350 0.530 -1.446  0.461

Its SMILES is [O-]CNCCNCO. As for the LUMO energy: 3.7 eV. As for the net charge: -1. As for the HOMO-LUMO gap: 0.2331 hartree.

***

<x>
This record from the OMol25 dataset describes a cluster of 2 separate species, C4H11N2O2 in total. The level of theory is ωB97M-V with the def2-TZVPD basis set.

Each line ends with the natural charge from an NBO analysis.
Cartesian coordinates (Å):
N1 0.230 -2.114 2.748  -0.906
C1 0.398 -1.262 1.616  0.858
O1 -0.025 -0.079 1.743  -0.830
O2 0.921 -1.781 0.616  -0.799
H1 0.941 -2.833 2.782  0.355
H2 0.139 -1.627 3.621  0.354
C2 -0.884 2.124 -2.531  -0.609
C3 -0.292 0.917 -1.812  -0.037
C4 0.992 1.337 -1.097  -0.620
N2 -1.269 0.325 -0.911  -0.876
H3 -0.229 2.502 -3.323  0.191
H4 -1.827 1.881 -3.032  0.195
H5 -1.038 2.932 -1.810  0.190
H6 -0.004 0.193 -2.589  0.153
H7 1.429 0.496 -0.564  0.258
H8 1.694 1.696 -1.863  0.169
H9 0.793 2.157 -0.404  0.192
H10 -2.029 0.941 -0.698  0.336
H11 -0.806 0.008 -0.047  0.426

As for the LUMO energy: 3.9 eV. As for the net charge: -1. As for the HOMO-LUMO gap: 0.3003 hartree.

***

<x> wins, 0.1228 hartree ahead of the next structure.

***

<w>
This record from the OMol25 dataset describes an isolated molecule of C2HCl2NO2. The level of theory is ωB97M-V with the def2-TZVPD basis set.

Each line ends with the natural charge from an NBO analysis.
Cartesian coordinates (Å):
C1 0.862 -1.301 -0.590  0.188
C2 -0.094 -0.293 -0.286  0.226
N1 1.644 -2.057 -0.934  -0.185
O1 -0.463 1.608 0.727  -0.402
O2 0.517 0.738 0.299  -0.229
Cl1 -1.415 -1.191 1.080  -0.183
Cl2 -1.102 0.263 -1.559  0.098
H1 0.050 2.233 1.264  0.487

Its SMILES is N#CC(Cl)(Cl)OO. As for the LUMO energy: -1.0 eV. As for the HOMO-LUMO gap: 0.3742 hartree.

***

<x>
This record from the OMol25 dataset describes a cluster of 2 separate species, C2HCl2NO2 in total. The level of theory is ωB97M-V with the def2-TZVPD basis set.

Each line ends with the natural charge from an NBO analysis.
Cartesian coordinates (Å):
C1 0.245 -0.185 -1.122  0.165
C2 0.263 0.908 -0.266  0.243
N1 0.242 -1.063 -1.852  -0.187
O1 1.264 2.435 0.995  -0.321
O2 1.369 1.506 0.053  -0.057
Cl1 -1.523 -2.033 0.796  -0.294
Cl2 -1.227 1.455 0.302  0.156
H1 -0.634 -3.021 1.095  0.296

As for the LUMO energy (alpha / beta): -1.9 / -1.8 eV. As for the HOMO-LUMO gap (alpha / beta): 0.3327 / 0.2899 hartree.

***

<w> wins, 0.0448 hartree ahead of the next structure.